Entry 1:
ORCA calculation (ωB97M-V/def2-TZVPD) on a cluster of 3 separate species, C22H37F2NO7 in total at a distorted geometry.

Last column: natural (NBO) charge in e.
Cartesian coordinates (Å):
C 4.13 -3.50 2.02  -0.64
C 4.34 -3.30 0.42  -0.42
C 5.03 -1.91 -0.06  -0.43
C 5.68 -0.97 1.10  -0.42
C 4.70 0.15 1.77  -0.42
C 3.10 -0.07 1.60  -0.42
C 2.36 1.00 0.56  -0.42
C 0.75 0.90 0.84  -0.43
C -0.19 0.79 -0.49  -0.43
C -0.23 -0.68 -1.20  -0.45
C -0.05 -1.96 -0.20  -0.41
C -1.40 -2.43 0.61  -0.40
C -2.18 -1.22 1.39  -0.36
C -2.84 -1.90 2.73  -0.43
C -4.47 -1.73 2.61  -0.24
N -4.70 -1.54 1.12  -0.67
C -3.50 -0.90 0.47  0.71
O -3.58 -0.24 -0.69  -0.58
H 3.87 -4.66 2.19  0.21
H 3.19 -2.92 2.48  0.21
H 5.07 -3.30 2.69  0.21
H 4.89 -4.27 -0.01  0.21
H 3.25 -3.33 -0.07  0.21
H 5.92 -2.21 -0.80  0.22
H 4.31 -1.24 -0.73  0.22
H 6.57 -0.38 0.59  0.21
H 6.19 -1.57 1.99  0.21
H 4.94 0.19 2.94  0.21
H 4.96 1.24 1.37  0.21
H 2.74 -1.14 1.31  0.21
H 2.61 0.16 2.67  0.20
H 2.66 0.75 -0.54  0.23
H 2.73 2.08 0.92  0.21
H 0.58 0.04 1.63  0.20
H 0.43 1.91 1.39  0.21
H 0.24 1.59 -1.27  0.22
H -1.30 1.15 -0.28  0.22
H -1.26 -0.82 -1.79  0.23
H 0.64 -0.73 -2.00  0.23
H 0.25 -2.89 -0.90  0.22
H 0.81 -1.87 0.58  0.21
H -1.03 -3.18 1.45  0.22
H -2.16 -3.07 -0.06  0.21
H -1.56 -0.33 1.85  0.27
H -2.61 -3.04 2.94  0.21
H -2.59 -1.37 3.75  0.22
H -5.13 -2.53 3.17  0.23
H -4.65 -0.69 3.13  0.19
H -4.65 -2.54 0.80  0.38
C -5.49 2.56 -0.37  -0.13
C -6.83 3.07 0.00  0.44
O -6.55 4.09 0.93  -0.48
C -5.33 4.57 0.57  0.96
O -4.87 5.63 0.96  -0.57
O -4.68 3.72 -0.28  -0.48
F -7.56 2.12 0.63  -0.32
H -5.11 1.80 0.32  0.21
H -5.46 2.15 -1.39  0.21
H -7.41 3.49 -0.83  0.15
C 0.46 3.07 -4.43  -0.13
C 1.43 2.82 -5.53  0.44
O 2.49 2.13 -4.89  -0.48
C 1.90 1.47 -3.86  0.97
O 2.43 0.55 -3.24  -0.57
O 0.65 1.94 -3.59  -0.47
F 1.92 3.98 -6.02  -0.32
H 0.69 3.98 -3.86  0.21
H -0.57 3.13 -4.79  0.21
H 1.04 2.20 -6.35  0.16

The calculation puts the largest force on an atom at 0.160 Eh/bohr. The value obtained for the highest occupied orbital energy is -9.99 eV. Its total energy is -1641.37706 Ha.

=====

Entry 2:
ORCA calculation (ωB97M-V/def2-TZVPD) on a cluster of 7 separate species, C22H37FN2O10 in total at a distorted geometry.

Last column: Mulliken charge in e.
Cartesian coordinates (Å):
C 4.21 -5.09 0.21  -0.55
C 4.24 -3.78 0.57  -0.23
C 5.52 -3.07 0.82  0.64
O 6.46 -3.68 1.29  -0.59
O 5.64 -1.75 0.59  -0.37
C 5.09 -1.30 -0.67  -0.83
C 3.73 -0.64 -0.47  0.60
C 3.25 0.15 -1.70  -1.13
C 2.43 1.38 -1.25  -0.80
C 0.96 1.07 -0.94  -0.95
C 0.65 0.56 0.51  -0.74
C -0.01 1.61 1.34  -0.02
C 0.73 2.70 1.92  0.29
C 2.25 2.73 1.72  0.53
O 2.77 3.74 1.27  -0.71
O 2.78 1.65 2.08  -0.75
N 0.24 3.68 2.63  -0.88
N -1.08 3.62 2.85  0.39
C -1.82 2.65 2.38  0.16
F -3.10 2.73 2.73  -0.31
C -1.39 1.60 1.59  0.50
C -2.31 0.52 1.06  -0.17
C -3.70 0.96 0.59  -0.85
C -4.41 -0.26 0.03  0.27
C -4.77 -1.28 0.90  -0.34
C -5.44 -2.41 0.46  -0.73
C -5.73 -2.52 -0.90  -0.51
C -5.38 -1.52 -1.78  -0.98
C -4.72 -0.39 -1.32  -0.12
H 4.74 -5.47 -0.66  0.27
H 3.62 -5.81 0.77  0.21
H 3.30 -3.25 0.68  0.31
H 4.99 -2.14 -1.36  0.35
H 5.80 -0.58 -1.07  0.47
H 2.96 -1.39 -0.23  -0.13
H 3.80 0.01 0.41  0.07
H 2.66 -0.48 -2.36  0.37
H 4.14 0.54 -2.21  0.50
H 2.45 2.11 -2.05  0.39
H 2.96 1.83 -0.41  0.28
H 0.59 0.34 -1.66  0.61
H 0.40 2.00 -1.10  0.46
H -0.03 -0.28 0.42  0.87
H 1.53 0.18 1.02  0.36
H -1.48 4.37 3.41  0.36
H -2.38 -0.30 1.78  0.32
H -1.81 0.11 0.18  -0.12
H -3.65 1.72 -0.19  0.44
H -4.33 1.33 1.39  0.33
H -4.56 -1.22 1.96  0.38
H -5.73 -3.18 1.16  0.41
H -6.24 -3.40 -1.25  0.37
H -5.62 -1.59 -2.83  0.40
H -4.41 0.40 -1.99  0.84
O 5.76 1.47 2.60  -0.69
H 4.81 1.48 2.39  0.43
H 6.05 0.59 2.34  0.29
O -5.41 1.94 -3.32  -0.63
H -6.05 2.26 -2.67  0.33
H -5.57 2.48 -4.10  0.28
O -7.37 -0.13 -4.37  -0.60
H -8.00 0.16 -5.04  0.31
H -6.90 0.66 -4.10  0.33
O -1.68 -0.72 -2.79  -0.64
H -2.34 -0.42 -2.16  0.30
H -1.83 -0.18 -3.57  0.30
O 7.69 -5.56 -0.77  -0.63
H 7.43 -5.02 -0.01  0.38
H 6.90 -6.04 -1.02  0.30
O -1.61 5.96 4.69  -0.72
H -0.84 6.46 4.39  0.35
H -1.36 5.64 5.57  0.34

The calculation puts the largest force on an atom at 0.031 Eh/bohr. The value obtained for the highest occupied orbital energy is -8.78 eV. Its total energy is -1822.16190 Ha.